ORCA calculation (the ωB97M-V functional and the def2-TZVPD basis) on a 2-piece molecular cluster, C4H8B2 overall in a non-equilibrium geometry.

Geometry as XYZ:
```
14
Properties=species:S:1:pos:R:3:forces:R:3
B 1.820 -1.733 -0.527 0.232 2.927 -0.050
C 1.843 -0.289 -0.083 0.028 0.509 1.369
C 1.728 0.818 0.409 0.966 -0.886 -0.589
H 1.224 -1.752 -1.467 -1.449 -1.080 -1.826
H 2.525 -2.491 -0.127 1.024 -1.686 0.974
H 1.875 1.755 0.884 -0.306 0.233 0.044
B -1.662 1.062 -1.067 0.860 -0.317 1.983
C -1.300 0.830 0.467 0.723 1.303 -1.902
C -1.284 -0.324 1.053 0.125 -2.572 2.556
H -0.841 0.866 -1.886 0.210 0.019 -0.233
H -2.706 1.430 -1.300 -1.487 0.463 -0.723
H -0.682 1.561 0.965 0.031 0.624 -0.028
H -1.823 -1.176 0.652 0.112 -0.157 -0.094
H -0.718 -0.557 2.027 -1.068 0.619 -1.480
```
Forces are in eV/Å.

The calculation puts the HOMO-LUMO gap at 9.03 eV. The value obtained for the relative energy (zero: lowest compared OMol25 entry of this formula, charge and spin) is 58.0 kcal/mol.

Löwdin atomic charge list, values in e, 5 entries: -0.0123 -0.1009 0.0921 0.0018 -0.0014


ORCA calculation (the ωB97M-V functional and the def2-TZVPD basis) on C39H64N9OS3SbSc as an isolated structure in a non-equilibrium geometry.

Geometry as XYZ:
```
118
Properties=species:S:1:pos:R:3:forces:R:3
Sc 0.715 0.463 0.533 -0.351 -0.061 -0.412
S 0.409 2.771 1.859 0.471 0.141 0.050
C -0.015 3.374 0.299 -0.353 -0.108 0.054
S -0.448 2.254 -0.941 0.195 0.193 -0.371
C -0.069 4.737 0.054 0.042 -0.715 0.050
C 0.114 5.690 1.058 0.119 0.526 0.693
N 0.212 6.513 1.858 0.065 0.190 0.238
C -0.275 5.245 -1.233 -0.078 0.213 -0.784
N -0.397 5.698 -2.285 -0.098 0.106 -0.267
C 4.590 -2.127 2.910 0.063 -0.116 -0.038
N 3.653 -2.038 1.806 0.181 0.182 0.205
C 4.351 -1.741 0.583 -0.034 -0.037 -0.005
C 2.412 -1.296 1.983 -0.065 -0.237 -0.425
N 2.436 0.068 1.544 -0.059 0.034 0.605
C 3.309 1.027 1.947 0.588 0.400 0.493
C 3.960 1.056 3.182 -0.444 -0.457 -0.553
C 4.704 2.157 3.586 0.276 0.616 -0.047
C 4.798 3.277 2.800 0.121 -0.081 0.337
C 4.182 3.307 1.533 -0.141 -0.275 -0.166
C 4.239 4.467 0.729 0.032 0.142 -0.121
C 3.671 4.495 -0.512 0.230 0.131 0.150
C 3.096 3.336 -1.037 -0.309 -0.458 0.225
C 3.019 2.179 -0.285 0.152 0.572 -0.448
N 2.457 1.034 -0.912 -0.028 -0.253 -0.079
C 3.023 0.533 -1.958 -0.075 -0.005 -0.053
N 2.337 -0.348 -2.797 -0.205 0.017 0.371
C 2.809 -1.725 -2.789 0.055 -0.162 -0.066
C 0.893 -0.275 -2.800 -0.148 0.199 0.250
N 4.305 0.763 -2.391 -0.139 -0.064 0.004
C 5.367 1.272 -1.561 0.175 0.001 0.201
C 4.618 0.740 -3.800 -0.029 0.031 -0.173
C 3.497 2.157 1.058 0.034 -0.091 0.213
N 1.963 -1.514 3.350 -0.090 0.185 0.013
C 0.873 -0.657 3.760 0.049 0.066 -0.043
C 1.626 -2.905 3.604 0.020 0.007 0.193
H 5.358 -1.343 2.855 0.042 -0.064 0.101
H 5.074 -3.108 2.859 0.161 0.041 0.082
H 4.066 -2.040 3.856 0.095 -0.025 0.040
H 5.018 -2.576 0.354 0.066 0.037 -0.116
H 4.955 -0.820 0.663 -0.022 -0.088 -0.035
H 3.628 -1.624 -0.216 -0.002 -0.022 -0.131
H 3.829 0.225 3.856 -0.078 -0.108 0.057
H 5.177 2.139 4.560 0.022 0.024 0.011
H 5.335 4.154 3.136 0.011 0.037 0.047
H 4.733 5.344 1.125 0.001 0.073 0.063
H 3.686 5.398 -1.106 0.002 0.067 -0.015
H 2.674 3.346 -2.034 -0.053 -0.071 -0.033
H 3.895 -1.750 -2.735 0.054 -0.019 -0.008
H 2.488 -2.217 -3.708 0.028 -0.024 -0.045
H 2.393 -2.270 -1.931 0.050 -0.007 -0.055
H 0.581 0.768 -2.868 -0.030 -0.137 0.028
H 0.434 -0.741 -1.898 0.107 0.056 -0.386
H 0.544 -0.810 -3.686 -0.093 -0.044 0.085
H 5.161 1.074 -0.513 0.090 0.008 -0.037
H 5.512 2.351 -1.690 -0.018 -0.054 0.033
H 6.294 0.760 -1.837 0.001 -0.024 0.011
H 3.717 0.526 -4.368 0.113 0.001 -0.039
H 5.375 -0.018 -4.026 0.010 0.007 -0.012
H 5.007 1.717 -4.105 0.044 0.003 -0.010
H 1.125 0.392 3.570 -0.112 -0.138 0.058
H 0.722 -0.785 4.835 -0.051 0.004 -0.008
H -0.062 -0.931 3.235 0.089 0.112 0.062
H 2.368 -3.542 3.133 -0.017 -0.129 0.036
H 0.640 -3.167 3.196 0.055 0.009 0.017
H 1.624 -3.075 4.683 0.002 -0.052 0.034
S 1.161 -2.015 0.754 -0.462 0.124 -0.264
C -5.085 -1.308 -3.444 0.119 -0.006 0.189
C -3.697 -0.827 -3.060 0.085 -0.118 0.546
C -3.606 0.689 -3.196 0.095 -0.127 0.227
C -2.680 -1.454 -3.999 0.014 -0.053 0.280
Sb -3.011 -1.266 -0.911 -0.841 -0.602 -0.553
C -2.704 -3.534 -0.950 -0.192 0.519 -0.054
C -3.737 -4.307 -1.750 0.033 0.208 0.030
C -2.699 -4.011 0.494 -0.050 0.267 0.019
C -1.316 -3.768 -1.532 -0.043 0.298 0.055
C -5.012 -1.083 0.230 0.480 -0.155 -0.256
C -4.637 -1.073 1.706 0.215 -0.030 -0.180
C -6.024 -2.185 -0.031 0.188 -0.013 -0.097
C -5.640 0.257 -0.125 0.270 -0.113 -0.205
H -5.263 -1.110 -4.504 -0.037 0.045 -0.156
H -5.854 -0.791 -2.879 -0.178 0.030 0.052
H -5.194 -2.376 -3.280 -0.094 -0.155 -0.022
H -3.809 0.991 -4.226 -0.047 0.016 -0.145
H -2.608 1.043 -2.932 0.018 0.137 0.010
H -4.325 1.192 -2.551 -0.046 0.121 0.060
H -2.824 -1.079 -5.015 -0.035 0.068 -0.149
H -2.787 -2.535 -4.023 0.092 -0.162 -0.065
H -1.668 -1.207 -3.690 0.205 -0.017 -0.059
H -4.742 -4.129 -1.381 -0.186 -0.038 -0.022
H -3.536 -5.378 -1.675 0.052 -0.197 0.007
H -3.701 -4.038 -2.802 -0.060 -0.018 -0.166
H -3.687 -3.947 0.946 -0.095 0.003 0.091
H -1.999 -3.422 1.084 0.099 0.028 0.184
H -2.379 -5.053 0.544 0.052 -0.161 -0.032
H -1.253 -3.423 -2.562 0.097 0.027 -0.124
H -1.087 -4.837 -1.521 0.022 -0.143 0.010
H -0.557 -3.259 -0.937 0.094 -0.010 -0.056
H -4.137 -1.994 1.996 0.074 -0.106 0.111
H -5.530 -0.965 2.326 -0.175 0.027 0.058
H -3.969 -0.246 1.926 0.051 0.084 0.108
H -5.674 -3.147 0.329 0.029 -0.158 0.008
H -6.247 -2.266 -1.092 -0.107 -0.102 -0.099
H -6.958 -1.964 0.494 -0.117 0.072 0.078
H -4.889 1.038 -0.158 0.034 0.270 0.019
H -6.387 0.533 0.620 -0.146 0.023 0.146
H -6.134 0.222 -1.093 -0.050 0.055 -0.123
C -2.934 2.730 3.540 0.098 0.115 0.202
N -2.676 1.993 2.325 0.035 -0.259 -0.117
C -3.098 2.636 1.103 -0.047 -0.055 -0.336
C -1.762 1.026 2.329 -0.180 -0.339 0.450
O -1.377 0.352 1.360 -0.133 0.117 0.307
H -2.216 3.549 3.651 -0.040 0.023 -0.036
H -2.852 2.069 4.402 -0.025 0.038 0.006
H -3.943 3.144 3.497 0.058 -0.082 0.051
H -4.174 2.814 1.137 -0.010 -0.015 0.013
H -2.836 1.997 0.258 -0.053 0.140 0.083
H -2.579 3.592 0.985 -0.008 -0.031 0.001
H -1.448 0.759 3.354 0.059 0.106 -0.221
```
Forces are in eV/Å.

The calculation puts the HOMO-LUMO gap at 6.64 eV. The value obtained for the relative energy (zero: lowest compared OMol25 entry of this formula, charge and spin) is 11.9 kcal/mol. As for the total charge: -1.

Löwdin atomic charge list, values in e, 5 entries: 0.4990 0.7136 -1.0636 0.6259 -0.4246


ORCA calculation (the ωB97M-V functional and the def2-TZVPD basis) on C28H6Br2Cl92NO3P as an isolated structure in a non-equilibrium geometry.

Geometry as XYZ:
```
133
Properties=species:S:1:pos:R:3:forces:R:3
C 0.211 -6.586 -1.124 0.964 -1.019 -0.070
P 0.995 -4.905 -1.277 -2.113 1.017 -1.177
C 2.392 -5.010 -2.513 0.114 -0.741 0.965
C 1.548 -4.196 0.376 0.405 0.126 -0.729
Br 0.089 -4.461 1.673 0.430 -0.402 -0.524
Br 1.685 -2.220 0.095 0.293 -1.060 -0.071
O 2.865 -4.604 0.839 -0.645 -0.999 0.030
C 2.878 -5.848 1.412 0.380 0.160 -0.350
O 2.750 -6.058 2.547 -0.313 -0.006 1.457
O 3.111 -7.004 0.584 2.167 0.711 -0.836
C 4.333 -6.946 -0.009 -4.134 0.479 0.945
N 5.167 -6.636 -0.718 1.831 -0.370 -0.850
H 0.926 -7.389 -0.806 -0.685 0.550 -0.024
H -0.710 -6.598 -0.505 0.815 0.264 -0.259
H -0.109 -6.875 -2.158 0.341 0.540 0.747
H 3.087 -4.164 -2.314 -0.394 -0.707 -0.288
H 1.937 -4.922 -3.527 0.306 0.020 0.829
H 2.892 -6.001 -2.397 0.037 0.860 -0.316
C 0.967 -0.793 4.339 0.218 0.016 -0.048
Cl -0.590 -1.150 5.107 0.123 0.044 -0.059
Cl 2.139 -0.309 5.576 -0.430 0.455 -0.568
Cl 1.558 -2.230 3.498 0.040 0.366 0.533
Cl 0.758 0.527 3.170 -0.282 -0.574 -0.225
C -3.304 -6.240 -3.515 0.022 0.151 0.083
Cl -4.372 -7.055 -4.671 0.088 0.072 0.101
Cl -2.950 -7.328 -2.161 -0.198 -0.002 -0.178
Cl -1.789 -5.796 -4.323 -0.096 -0.037 0.000
Cl -4.094 -4.781 -2.905 0.383 -0.261 -0.003
C -7.569 -2.497 -2.939 -0.025 -0.118 0.096
Cl -9.165 -2.817 -2.244 0.252 0.025 -0.087
Cl -6.422 -2.088 -1.649 -0.298 -0.459 -0.091
Cl -6.995 -3.939 -3.790 -0.286 0.226 0.050
Cl -7.686 -1.142 -4.080 0.257 0.171 0.564
C 1.393 -0.821 -4.187 -0.065 -0.004 -0.024
Cl 0.590 0.427 -3.218 0.086 -0.123 -0.051
Cl 0.322 -2.225 -4.345 0.067 0.110 0.048
Cl 1.766 -0.174 -5.792 -0.028 -0.074 0.213
Cl 2.896 -1.311 -3.385 -0.266 0.164 -0.321
C 6.586 -3.242 -1.329 0.306 -0.336 0.129
Cl 6.961 -4.370 -2.642 -0.034 0.103 0.139
Cl 6.400 -4.123 0.195 0.255 0.380 -0.046
Cl 7.902 -2.061 -1.174 0.014 -0.681 0.037
Cl 5.061 -2.430 -1.686 0.109 -0.029 0.164
C 2.702 4.025 5.474 0.031 0.119 -0.135
Cl 1.618 4.245 6.870 0.081 0.019 -0.563
Cl 4.247 3.348 6.008 -0.105 0.079 -0.232
Cl 1.945 2.913 4.323 0.264 0.497 0.414
Cl 2.988 5.589 4.691 -0.099 -0.238 0.187
C -4.258 1.173 -1.209 -0.065 0.070 -0.102
Cl -5.583 0.845 -2.338 0.745 0.264 -0.073
Cl -2.773 1.496 -2.120 -0.126 -0.049 0.074
Cl -4.659 2.583 -0.214 0.067 -0.139 -0.062
Cl -4.010 -0.235 -0.159 0.016 0.105 -0.056
C -11.915 0.161 -1.979 0.088 0.052 0.004
Cl -10.601 0.301 -3.160 -0.263 -0.007 0.134
Cl -12.203 -1.550 -1.622 0.004 0.259 0.107
Cl -11.469 1.006 -0.488 -0.090 -0.085 -0.123
Cl -13.390 0.881 -2.648 0.109 -0.078 0.050
C 5.338 8.534 3.171 0.084 -0.073 -0.042
Cl 6.030 9.958 3.965 -0.081 -0.116 -0.076
Cl 5.621 8.632 1.426 -0.047 -0.061 0.275
Cl 6.103 7.071 3.811 -0.057 0.151 -0.048
Cl 3.591 8.476 3.482 0.160 0.140 -0.077
C -0.279 4.076 10.460 -0.030 -0.112 0.088
Cl 0.890 5.365 10.794 -0.131 -0.083 -0.021
Cl -0.876 4.238 8.797 -0.081 0.004 0.251
Cl 0.507 2.501 10.654 -0.414 0.224 -0.089
Cl -1.636 4.206 11.590 0.188 -0.107 -0.123
C 5.316 10.549 -2.023 0.055 0.012 -0.019
Cl 3.765 10.194 -1.243 0.123 0.038 -0.097
Cl 6.492 11.056 -0.798 -0.094 0.032 -0.176
Cl 5.911 9.095 -2.843 0.116 0.111 0.921
Cl 5.099 11.851 -3.205 0.066 -0.091 0.117
C -7.333 -2.903 -7.569 -0.023 0.026 0.019
Cl -6.128 -1.670 -7.164 -0.115 -0.110 -0.047
Cl -7.879 -2.669 -9.237 0.073 -0.038 0.162
Cl -6.612 -4.517 -7.404 -0.152 0.080 0.038
Cl -8.711 -2.765 -6.464 -0.152 -0.247 -0.677
C 4.388 3.088 10.548 -0.056 0.009 -0.081
Cl 5.935 2.395 10.028 -0.131 0.032 0.039
Cl 3.521 1.912 11.555 0.379 0.029 0.043
Cl 4.686 4.561 11.487 -0.027 -0.139 -0.058
Cl 3.412 3.480 9.126 0.380 -0.126 0.564
C 6.689 2.166 -1.621 -0.109 -0.022 -0.005
Cl 7.372 2.565 -3.207 -0.060 -0.032 0.128
Cl 7.862 2.565 -0.354 -0.097 -0.036 -0.095
Cl 5.204 3.101 -1.366 0.125 -0.051 -0.019
Cl 6.318 0.435 -1.557 -0.153 0.927 -0.085
C 6.521 -9.817 -2.873 0.043 0.062 0.025
Cl 6.515 -10.480 -1.230 -0.007 0.059 -0.135
Cl 4.941 -9.095 -3.222 0.092 -0.071 -0.011
Cl 7.778 -8.576 -3.004 -0.131 -0.112 0.022
Cl 6.847 -11.115 -4.034 -0.034 0.105 0.100
C 6.842 0.010 5.258 -0.017 -0.007 0.038
Cl 7.535 1.431 6.062 -0.049 -0.088 -0.049
Cl 7.137 0.114 3.515 -0.040 0.000 0.153
Cl 7.598 -1.459 5.899 -0.056 0.132 -0.048
Cl 5.097 -0.044 5.558 0.515 -0.079 -0.149
C -2.486 -2.626 -9.343 0.019 -0.048 0.008
Cl -1.310 -2.318 -8.051 -0.092 -0.010 -0.081
Cl -1.659 -3.348 -10.734 -0.063 0.073 0.118
Cl -3.732 -3.737 -8.752 0.227 0.125 -0.116
Cl -3.240 -1.100 -9.830 0.056 -0.129 0.050
C 3.866 2.398 -8.452 0.056 0.031 0.049
Cl 3.690 3.859 -9.437 0.005 -0.137 0.086
Cl 5.283 1.485 -8.994 -0.137 0.076 0.049
Cl 4.070 2.851 -6.752 -0.024 -0.053 -0.149
Cl 2.415 1.392 -8.623 0.098 0.104 -0.080
C -13.390 -4.671 -4.279 -0.033 0.031 -0.024
Cl -14.449 -5.471 -5.452 0.107 0.063 0.103
Cl -13.057 -5.775 -2.934 -0.011 0.103 -0.103
Cl -11.866 -4.224 -5.066 -0.107 -0.036 0.075
Cl -14.184 -3.213 -3.662 -0.044 -0.245 -0.183
C -8.575 3.804 -1.367 -0.055 -0.075 0.015
Cl -7.195 4.680 -2.052 -0.118 -0.072 0.048
Cl -9.971 3.969 -2.446 0.117 0.004 0.086
Cl -8.160 2.092 -1.194 -0.317 0.402 0.117
Cl -8.973 4.479 0.222 0.032 -0.053 -0.125
C -4.918 6.685 12.657 0.007 0.052 -0.041
Cl -6.230 6.250 11.549 0.116 0.029 0.102
Cl -3.458 7.054 11.727 -0.217 0.089 0.094
Cl -5.391 8.104 13.605 0.037 -0.136 -0.072
Cl -4.592 5.326 13.748 -0.014 0.093 -0.087
C 2.571 -2.722 9.014 -0.078 -0.079 -0.003
Cl 4.101 -3.400 8.433 -0.125 0.080 0.038
Cl 1.763 -3.898 10.065 0.086 0.099 -0.060
Cl 2.893 -1.236 9.926 -0.008 -0.084 -0.104
Cl 1.531 -2.345 7.631 0.019 -0.518 0.716
C 3.639 9.750 -6.276 0.047 -0.073 -0.075
Cl 2.546 9.985 -4.902 0.072 -0.062 -0.122
Cl 5.191 9.121 -5.697 -0.403 0.128 -0.827
Cl 2.918 8.593 -7.409 0.045 0.098 0.087
Cl 3.899 11.298 -7.098 -0.021 -0.121 0.091
```
Forces are in eV/Å.

The calculation puts the HOMO-LUMO gap at 8.11 eV.

Löwdin atomic charge list, values in e, 5 entries: -0.3380 0.8106 -0.2663 -1.2882 0.7034


Results for electronic energy: -206.714147; -4288.232160; -49177.626744 (in a.u., following the order of the records).